1.
A structure of composition C8H13NPRu at a distorted geometry. Source: the OMol25 dataset; level of theory: the ωB97M-V functional and the def2-TZVPD basis.

Properties
<S²> = 6.021
HOMO (alpha / beta) = -9.31 / -12.43 eV
energy above the lowest of the compared OMol25 structures with the same formula, charge and spin = 0.000 eV
2S+1 = 5
frontier orbital gap (alpha / beta) = 6.5 / 7.1 eV
charge = +1

XYZ file:
```
24
Properties=species:S:1:pos:R:3:forces:R:3:lowdin_spin:R:1
C -2.390482 -0.192555 -1.302239 -0.5989 -0.1633 1.9235 0.141
C -2.483290 0.878445 -2.222945 -0.4053 0.3960 -0.7352 0.241
C -2.345457 2.166334 -1.623184 0.8835 1.0814 1.2288 0.245
C -1.973149 2.033504 -0.259534 -0.5271 -0.4409 1.1153 0.179
C -1.971734 0.649090 0.206080 -3.0487 -1.0399 -0.4665 0.182
Ru -0.421418 0.320408 -0.915725 -0.6037 2.1143 -0.7608 2.449
P 0.472451 -1.295449 -2.073650 1.9089 -1.1057 -3.9092 0.159
H -2.738295 -1.289971 -1.422762 0.5829 2.2348 0.3608 0.010
H -2.512487 0.852462 -3.315291 -0.4578 -0.6083 0.4364 0.010
H -2.463195 3.211907 -2.069717 0.3334 -1.9570 0.2730 0.008
H -2.034392 0.135228 1.244571 -0.1410 1.3118 -1.9397 0.028
H -1.665266 2.833824 0.427141 -0.5426 -0.2012 -0.5094 0.006
H 1.862225 -1.049212 -2.328621 -0.4604 -0.6299 0.2485 0.023
H 0.100253 -1.545430 -3.423731 0.0363 -0.3726 0.3928 0.028
H 0.400789 -2.513519 -1.480478 0.2087 -1.1582 0.2869 0.017
C 2.476076 -1.458799 2.737667 0.2964 -0.4864 0.3837 0.005
C 2.249776 0.058902 2.414668 0.6960 -0.3846 1.1221 0.023
C 1.852256 0.247963 1.034273 -2.0794 0.7997 -2.0056 0.148
N 1.294546 0.394795 0.001751 4.3412 0.0806 4.3283 0.088
H 1.611900 -1.944324 3.234816 0.2304 0.5338 -0.5723 0.000
H 3.283602 -1.551949 3.470457 -0.0506 0.1479 -0.1731 0.000
H 2.776863 -2.089117 1.876846 -0.2409 0.6212 0.3264 0.000
H 1.488664 0.448987 3.122578 -0.0070 -0.0945 -0.8224 0.005
H 3.129763 0.698477 2.667029 -0.3546 -0.6788 -0.5323 0.005
```
Forces are in eV/Å.

---

2.
A cluster of 5 separate species, C48H79BrN3O11 in total at a distorted geometry. Source: the OMol25 dataset; level of theory: the ωB97M-V functional and the def2-TZVPD basis.

Properties
HOMO = -10.71 eV
frontier orbital gap = 7.1 eV
charge = +1

XYZ file:
```
142
Properties=species:S:1:pos:R:3:forces:R:3:mulliken_charge:R:1
C 2.387256 -5.730372 -2.474568 -0.7865 0.8956 0.1391 -0.777
C 1.529011 -4.716458 -2.792902 0.9855 -0.1147 -0.1457 -1.375
C 0.636386 -4.004340 -1.822514 0.6927 0.2949 0.0919 0.995
C -0.535431 -4.707187 -1.576047 -0.1712 0.1230 -0.2391 0.766
N -0.790260 -5.971746 -2.229656 0.9153 0.0753 0.8139 -0.630
C -0.491327 -6.915534 -1.495872 -1.2204 0.2097 -0.0838 0.550
O -0.392428 -7.803080 -0.764970 0.5504 -0.2589 -0.2834 -0.408
C -1.549263 -4.219715 -0.721280 0.5146 -0.0055 0.1245 0.502
C -2.839924 -4.975966 -0.464009 0.0566 1.2529 -0.6646 -1.108
C -3.979905 -4.227527 -1.232257 0.1413 0.3553 0.4170 -0.846
C -5.194932 -3.933176 -0.347028 -0.4681 -0.4822 -0.6676 -0.410
C -6.277287 -3.170893 -1.127460 0.2293 0.4399 0.0974 -0.772
C -6.124899 -1.644208 -1.024641 -0.3600 -0.0091 -0.3363 -0.684
O -5.885731 -1.179473 0.289413 -0.0622 0.1991 -0.2876 -0.356
C -7.058699 -1.019437 1.068513 -0.0163 -0.3234 0.6887 -0.807
C -1.351904 -2.989054 -0.126089 -0.6809 -0.4845 0.0303 -0.724
O -2.374507 -2.605511 0.710186 0.4982 0.4245 -0.5707 -0.528
C -0.183270 -2.193822 -0.338776 0.2365 -0.1190 -0.0934 0.396
C 0.002473 -0.907980 0.247359 -0.0836 0.1139 0.3499 0.578
C -1.035819 -0.225004 1.128382 -0.4101 -0.3238 -0.3094 -1.522
C -1.003939 -0.656384 2.600221 0.8960 -0.1234 1.0252 0.865
C 0.114047 -0.046948 3.454436 -0.7602 0.7374 -0.7129 -1.049
N -1.861329 -1.424137 3.114732 -0.4233 0.1389 -0.5175 -0.549
N 1.154713 -0.265793 -0.004578 -0.2727 -0.3585 -0.0832 0.029
Br 1.447778 1.411433 0.780539 0.0592 0.0692 -0.1889 0.042
C 2.164301 -0.762159 -0.822699 0.6893 0.0898 0.1958 0.503
C 3.345672 0.161176 -1.018664 0.2832 0.3184 -1.1043 -1.814
C 2.998718 1.344088 -2.008899 -0.2441 -0.5864 0.8966 -0.536
C 3.575489 2.703597 -1.549798 -0.9657 0.1489 -1.1105 -1.283
C 2.502280 3.732902 -1.206768 0.4472 0.1116 0.9095 0.221
C 1.302655 3.842741 -1.894124 -0.2547 -0.2265 -0.6073 0.182
C 0.309803 4.757392 -1.551179 0.6127 -0.1410 0.4863 -0.938
C 0.525467 5.591050 -0.452922 -0.2552 -0.2813 -0.5666 -0.306
C 1.732487 5.503076 0.226637 0.1951 0.3340 0.7120 -0.828
C 2.722816 4.591965 -0.119325 -0.5158 -0.3917 -0.7863 -0.286
C 2.044751 -2.007651 -1.404693 0.1208 0.4810 0.3212 1.793
C 3.250560 -2.446021 -2.226949 0.6668 0.9452 0.3072 -0.385
C 3.394279 -1.631675 -3.553031 -0.2629 -0.5662 0.4699 -1.486
C 0.835133 -2.748933 -1.193093 0.1616 0.0835 -0.2064 -0.185
H 3.136871 -5.552921 -1.702972 -0.9925 -1.0033 1.0706 0.214
H 2.268177 -6.692929 -2.965120 1.3936 0.4326 -1.0196 0.356
H 1.512047 -4.381660 -3.835707 -1.4661 -0.9513 -0.1668 0.176
H -2.748000 -6.000561 -0.807621 -0.1482 -0.0461 0.2818 0.495
H -3.066367 -4.886828 0.597593 0.0876 -0.3951 0.0056 0.424
H -4.257845 -4.748830 -2.151677 -0.0645 -0.1253 0.1759 0.641
H -3.603329 -3.249790 -1.566460 0.0702 -0.1552 -0.1276 0.265
H -4.902974 -3.342972 0.523850 0.0100 -0.1974 0.0482 0.293
H -5.618469 -4.882667 -0.004474 0.1059 0.0857 0.1450 0.394
H -6.219878 -3.417907 -2.194027 -0.1363 -0.0966 0.0919 0.394
H -7.285508 -3.430981 -0.793039 0.1426 -0.0989 0.0859 0.326
H -7.048850 -1.195651 -1.415284 0.1277 0.0745 0.0082 0.475
H -5.321068 -1.254849 -1.660898 0.1268 -0.2035 0.1946 0.341
H -7.979430 -1.215094 0.512227 0.1336 0.0906 -0.1463 0.391
H -7.032584 -1.725083 1.907737 -0.0309 0.0428 -0.0874 0.280
H -7.101598 -0.014340 1.496363 0.0709 -0.0078 -0.2029 0.240
H -2.995639 -2.090099 0.175412 -0.3562 -0.0934 0.3222 0.146
H -1.997351 -0.417265 0.662022 -0.0508 -0.1446 0.4151 0.151
H -0.949468 0.860309 1.098020 0.3284 -0.1190 -0.0726 0.752
H -0.078627 1.035743 3.457085 0.2504 -0.0751 0.0870 0.209
H 1.103659 -0.179452 3.018019 0.0332 -0.2179 0.2497 -0.032
H 0.045413 -0.360674 4.493572 0.1874 -0.2653 -0.1213 0.539
H -1.663736 -1.549073 4.105146 -0.0147 -0.0346 0.0371 0.257
H 3.766533 0.523084 -0.081372 -0.3036 -0.0317 0.0686 0.534
H 4.174762 -0.338294 -1.506569 -0.1098 -0.3766 0.3413 0.635
H 1.906864 1.352510 -2.082748 0.0958 0.4246 -0.0620 0.428
H 3.338908 1.061564 -3.004415 0.1341 0.1155 0.1003 0.538
H 4.108391 3.128430 -2.407336 0.3257 -0.0876 0.2570 0.377
H 4.268608 2.561732 -0.721104 0.0258 0.1652 -0.0461 0.373
H 1.110107 3.185439 -2.739156 0.0681 0.0756 0.0454 0.407
H -0.609679 4.773991 -2.122786 0.0130 0.1363 0.0746 0.430
H -0.254839 6.285969 -0.162250 0.1913 0.0686 0.1270 0.573
H 1.905047 6.153488 1.079040 -0.0417 -0.0024 -0.0792 0.387
H 3.663002 4.501543 0.413050 -0.1092 0.2387 0.1583 0.413
H 4.121027 -2.182505 -1.617603 -0.1315 -0.1445 0.0767 0.222
H 3.386325 -3.507861 -2.367635 -0.5944 0.0730 -0.1423 -0.014
H 2.519905 -0.993796 -3.690024 -0.0131 -0.2096 -0.3122 0.253
H 3.508621 -2.330398 -4.380353 -0.0843 0.2827 -0.1862 0.515
H 4.255725 -0.966215 -3.503265 0.0847 -0.1848 -0.1507 0.321
C -0.472687 3.162092 6.922359 -0.0771 -0.0581 -0.0712 -0.828
O 0.573302 2.366077 6.384756 0.0031 0.1203 0.0890 -0.305
C 1.807391 3.064796 6.295054 0.0110 -0.3217 -0.1454 -0.398
C 2.735616 2.726451 7.443904 0.0887 0.3039 0.1396 -0.554
O 2.220944 3.173583 8.685616 -0.1602 -0.1282 -0.1029 -0.375
C 1.592949 2.146301 9.436166 0.0737 0.0470 0.0887 -0.692
H -1.278678 2.494406 7.223431 0.0140 -0.0294 -0.0519 0.265
H -0.145649 3.729999 7.794809 0.0370 -0.0018 -0.0115 0.375
H -0.851337 3.851748 6.160304 -0.0134 0.0572 0.0563 0.297
H 1.637329 4.144164 6.242688 0.0031 0.0122 0.0641 0.352
H 2.284052 2.753445 5.358814 0.0350 0.0362 -0.0002 0.311
H 3.687707 3.242989 7.287055 0.0105 -0.0306 -0.0430 0.379
H 2.937786 1.650963 7.472936 -0.0543 -0.0206 -0.0348 0.328
H 2.347014 1.512318 9.913436 -0.0411 -0.0642 -0.0141 0.323
H 0.938880 1.530194 8.815592 0.0118 -0.0024 -0.0208 0.281
H 0.994595 2.620170 10.212499 0.0489 0.0432 -0.0001 0.251
C -1.749962 -1.684956 -8.075743 -0.0529 -0.0046 -0.1169 -0.674
O -1.084779 -2.762236 -8.712048 0.0566 0.0579 0.2396 -0.377
C 0.329133 -2.655044 -8.664139 -0.1483 -0.2290 -0.1998 -0.544
C 0.921407 -3.518389 -7.570047 0.2173 0.2164 0.0916 -0.582
O 0.532798 -3.074988 -6.274040 -0.1302 -0.0407 0.0195 -0.221
C -0.536494 -3.829910 -5.728545 0.0729 -0.0139 0.0722 -0.852
H -2.783657 -1.984506 -7.908512 0.0028 -0.0212 -0.0691 0.249
H -1.297701 -1.436081 -7.112656 0.0344 -0.0066 -0.0068 0.247
H -1.739294 -0.800797 -8.721401 -0.0033 0.0512 0.0676 0.334
H 0.635066 -1.611597 -8.541205 0.0094 0.0004 0.0602 0.317
H 0.710258 -3.005377 -9.627652 0.0437 0.0192 0.0109 0.386
H 2.012112 -3.447178 -7.618700 -0.0016 -0.0209 -0.0320 0.364
H 0.646450 -4.566955 -7.716317 -0.0597 0.0122 -0.0166 0.356
H -0.162137 -4.788892 -5.354718 -0.1478 -0.0740 -0.0233 0.374
H -1.329928 -4.007499 -6.456608 0.0273 0.0105 -0.0340 0.476
H -0.951046 -3.265730 -4.891687 0.0541 0.0132 0.0146 0.191
C -3.097726 7.253946 1.826990 0.1097 0.0404 -0.0037 -0.735
O -2.951684 7.783056 0.519848 -0.1333 -0.1298 0.0963 -0.380
C -3.794664 7.147144 -0.430698 0.2363 0.2277 -0.1664 -0.302
C -5.041628 7.958777 -0.715433 -0.2630 -0.2160 0.0529 -0.675
O -5.880727 8.052195 0.423798 0.2006 0.0632 0.0692 -0.373
C -5.742412 9.280352 1.121387 -0.1205 -0.0059 -0.0095 -0.694
H -2.654323 7.962829 2.524792 0.0480 0.0026 -0.0419 0.282
H -4.146127 7.109657 2.094687 -0.0098 -0.0084 -0.0317 0.364
H -2.566458 6.298130 1.908989 -0.0560 -0.0320 0.0557 0.240
H -4.059653 6.138252 -0.098515 -0.0589 0.0175 0.0379 0.359
H -3.219201 7.056244 -1.357973 -0.0313 -0.0208 -0.0175 0.323
H -5.617056 7.452417 -1.496576 0.0373 0.0130 -0.0355 0.382
H -4.777500 8.954062 -1.084930 0.0665 -0.0003 0.0245 0.354
H -6.275596 10.076940 0.593036 0.0574 0.0528 0.0148 0.323
H -4.695077 9.563151 1.244539 0.0099 -0.0034 -0.0249 0.295
H -6.189896 9.155626 2.106245 -0.0428 -0.0377 -0.0326 0.245
C 7.392556 -3.464257 2.772625 0.0627 -0.0308 0.1091 -0.657
O 6.531124 -2.712795 3.614698 -0.0691 -0.0059 -0.2532 -0.379
C 6.392345 -1.361758 3.212788 -0.0928 -0.1140 0.3318 -0.776
C 5.106065 -1.136730 2.445206 0.1453 0.2465 -0.2547 -0.253
O 5.098948 -1.830999 1.203802 -0.0612 -0.0840 0.0317 -0.305
C 4.369883 -3.043686 1.262598 -0.0727 0.0320 -0.0928 -0.812
H 7.216580 -4.519568 2.974251 0.0011 0.0219 0.0725 0.246
H 7.199921 -3.273261 1.714601 -0.0084 0.0375 0.0034 0.244
H 8.437371 -3.231434 2.999298 0.0190 -0.0144 -0.0753 0.342
H 7.255837 -1.039901 2.623023 -0.0345 0.0006 -0.0634 0.378
H 6.363388 -0.756589 4.123965 0.0078 0.0477 -0.0300 0.388
H 5.018375 -0.068931 2.214201 0.0011 0.0139 0.0482 0.295
H 4.239603 -1.422136 3.050882 0.0352 -0.0582 0.0324 0.317
H 3.294472 -2.827452 1.223674 -0.0531 -0.1383 0.0878 0.197
H 4.600271 -3.613215 2.164083 -0.0255 0.0099 0.0164 0.588
H 4.635522 -3.644327 0.392732 0.0316 0.0551 -0.0267 0.178
```
Forces are in eV/Å.

---

3.
A cluster of 2 separate species, C3H10N2O2S in total. Source: the OMol25 dataset; level of theory: the ωB97M-V functional and the def2-TZVPD basis.

Properties
HOMO = -9.42 eV
SMILES = NC(=O)[C@@H](N)CS.O
energy above the lowest of the compared OMol25 structures with the same formula, charge and spin = 0.708 eV
frontier orbital gap = 10.0 eV
charge = 0

XYZ file:
```
18
Properties=species:S:1:pos:R:3:forces:R:3:mulliken_charge:R:1
N -0.386598 0.399677 -1.303384 -0.3029 -0.1379 -0.1935 -0.621
C -0.004519 -0.560338 -0.254812 0.1548 0.4217 -0.2175 0.550
C 0.814120 0.139023 0.863418 0.2127 -0.2345 -0.2750 -0.643
S 2.559590 -0.393948 0.949998 -0.2595 0.1517 0.0921 -0.219
C -1.246640 -1.156749 0.363790 -0.2122 0.0154 0.0986 0.113
N -1.192523 -2.463438 0.719605 -0.0819 -0.3287 0.2530 -0.405
O -2.236890 -0.472710 0.542082 -0.0642 -0.1349 -0.1043 -0.621
H -0.015786 0.091479 -2.193248 0.1142 0.1473 0.0017 0.212
H 2.974657 0.397554 -0.042985 0.1113 -0.0265 -0.1059 0.132
H -1.400413 0.417207 -1.424437 0.2083 0.0245 0.3246 0.275
H 0.623360 -1.326024 -0.702154 0.0059 -0.2398 0.0929 0.351
H 0.389955 -0.039975 1.843550 -0.0429 -0.0763 0.2146 0.383
H 0.781101 1.204562 0.675749 -0.0094 0.1147 0.0886 0.045
H -0.344455 -3.009054 0.735823 -0.0804 0.2430 -0.1656 0.204
H -1.997453 -2.836810 1.203020 0.1414 0.0790 -0.0253 0.250
H -0.300842 2.607759 -0.844789 0.5275 -0.1448 0.1699 0.372
H 0.850577 3.529865 -0.248862 -0.1409 -0.3758 0.0938 0.310
O 0.132757 3.471920 -0.882364 -0.2819 0.5020 -0.3427 -0.688
```
Forces are in eV/Å.